1.
{
  "formula": "C36H37Br2CrN7O2P",
  "method": "the ωB97M-V functional and the def2-TZVPD basis",
  "elements": ["Cr", "Br", "C", "C", "C", "N", "C", "C", "C", "C", "C", "Br", "C", "C", "N", "H", "H", "H", "H", "H", "H", "N", "C", "C", "C", "N", "H", "H", "H", "H", "H", "H", "H", "H", "H", "H", "O", "C", "C", "C", "C", "C", "C", "C", "P", "C", "C", "C", "C", "C", "C", "C", "C", "C", "C", "C", "C", "H", "H", "H", "H", "H", "H", "H", "H", "H", "H", "H", "H", "H", "H", "C", "N", "C", "C", "O", "N", "C", "N", "H", "H", "H", "H", "H", "H", "H"],
  "coordinates": [[10.604, 10.269, 10.536], [16.718, 9.853, 15.068], [15.296, 10.448, 13.992], [14.137, 11.053, 14.491], [13.292, 11.561, 13.566], [13.392, 11.398, 12.255], [14.371, 10.660, 11.815], [15.407, 10.239, 12.659], [14.369, 10.420, 10.341], [15.598, 10.200, 9.700], [15.542, 9.767, 8.354], [17.133, 9.468, 7.256], [14.300, 9.653, 7.738], [13.156, 9.994, 8.417], [13.158, 10.291, 9.755], [13.979, 11.146, 15.528], [12.417, 12.116, 13.886], [16.239, 9.707, 12.235], [16.540, 10.436, 10.212], [14.090, 9.498, 6.698], [12.234, 9.899, 7.863], [10.670, 12.474, 10.549], [9.801, 13.436, 11.327], [8.486, 13.689, 10.610], [7.320, 12.868, 11.123], [7.447, 11.479, 10.756], [11.659, 12.666, 10.673], [10.530, 12.646, 9.534], [10.310, 14.337, 11.503], [9.658, 13.066, 12.374], [8.568, 13.371, 9.534], [8.182, 14.740, 10.637], [6.444, 13.302, 10.641], [7.307, 12.913, 12.235], [7.763, 11.333, 9.789], [6.675, 10.870, 10.991], [9.566, 11.680, 8.097], [9.780, 10.542, 8.560], [9.021, 9.473, 7.877], [8.135, 9.701, 6.769], [7.434, 8.632, 6.234], [7.531, 7.285, 6.707], [8.341, 7.116, 7.847], [9.064, 8.147, 8.403], [10.275, 7.964, 9.710], [11.603, 6.920, 9.125], [12.808, 6.989, 9.827], [13.736, 5.969, 9.539], [13.470, 5.004, 8.602], [12.361, 5.016, 7.845], [11.366, 5.967, 8.123], [9.383, 6.968, 10.967], [8.214, 7.438, 11.467], [7.489, 6.793, 12.521], [8.013, 5.615, 13.027], [9.217, 5.086, 12.450], [9.905, 5.769, 11.463], [8.077, 10.712, 6.341], [6.722, 8.846, 5.415], [6.971, 6.491, 6.260], [8.428, 6.152, 8.387], [13.023, 7.747, 10.550], [14.673, 5.874, 9.976], [14.169, 4.290, 8.328], [12.232, 4.325, 7.036], [10.470, 6.037, 7.529], [7.942, 8.341, 11.022], [6.723, 7.341, 13.056], [7.553, 5.268, 13.962], [9.547, 4.201, 13.008], [10.907, 5.469, 11.223], [8.644, 8.451, 15.682], [9.644, 8.858, 14.707], [10.921, 8.130, 14.529], [11.321, 8.760, 13.159], [12.377, 8.509, 12.561], [10.358, 9.598, 12.706], [9.395, 9.586, 13.652], [8.308, 10.313, 13.437], [7.597, 8.573, 15.285], [8.707, 9.008, 16.659], [8.701, 7.345, 15.900], [10.692, 7.070, 14.397], [11.573, 8.319, 15.415], [8.271, 10.674, 12.537], [7.585, 10.464, 14.120]],
  "energy_ha": -8461.50017,
  "homo_energy_ev": [-10.1, -10.2],
  "max_force_ev_per_a": 2.905,
  "multiplicity": 5,
  "relative_energy_kcal_mol": 3.1,
  "total_charge": 1,
  "homo_lumo_gap_ev": [7.89, 7.84]
}


2.
{
  "formula": "CH4NOP",
  "method": "the ωB97M-V functional and the def2-TZVPD basis",
  "elements": ["C", "N", "O", "P", "H", "H", "H", "H"],
  "coordinates": [[0.290, -0.578, 0.200], [0.531, -1.437, 1.008], [-0.742, 1.377, -1.094], [-1.054, -0.222, -1.091], [1.395, 0.832, 0.026], [1.188, -1.390, 1.667], [0.138, 1.650, -0.806], [-1.746, -0.233, 0.090]],
  "energy_ha": -511.72063,
  "homo_energy_ev": -9.1,
  "max_force_ev_per_a": 4.516,
  "relative_energy_kcal_mol": 90.1,
  "total_charge": 0,
  "homo_lumo_gap_ev": 9.37
}


3.
{
  "formula": "C36H46GeN12O4PSSe2Ti",
  "method": "the ωB97M-V functional and the def2-TZVPD basis",
  "elements": ["Ti", "Se", "P", "Se", "C", "C", "C", "C", "C", "C", "C", "C", "C", "C", "C", "C", "H", "H", "H", "H", "H", "H", "H", "H", "H", "H", "C", "C", "S", "O", "O", "C", "C", "N", "C", "N", "C", "C", "N", "O", "O", "C", "H", "H", "H", "H", "H", "H", "H", "H", "H", "H", "H", "H", "H", "N", "C", "N", "N", "C", "N", "H", "H", "H", "H", "N", "C", "C", "C", "C", "C", "N", "C", "H", "H", "H", "H", "N", "C", "C", "N", "C", "C", "N", "H", "H", "H", "H", "H", "C", "Ge", "C", "C", "C", "H", "H", "H", "H", "H", "H", "H", "H", "H", "H"],
  "coordinates": [[-0.637, 0.354, -0.221], [-3.525, -2.633, -2.336], [-3.243, -2.703, -0.234], [-2.738, -0.784, 0.782], [-4.765, -3.266, 0.595], [-5.328, -2.618, 1.687], [-6.478, -3.128, 2.279], [-7.059, -4.286, 1.788], [-6.495, -4.938, 0.698], [-5.355, -4.429, 0.100], [-2.030, -3.967, 0.264], [-1.559, -4.000, 1.576], [-0.679, -4.995, 1.972], [-0.278, -5.971, 1.066], [-0.763, -5.950, -0.232], [-1.634, -4.947, -0.638], [-4.873, -1.718, 2.081], [-6.915, -2.619, 3.129], [-7.952, -4.683, 2.252], [-6.946, -5.842, 0.311], [-4.925, -4.925, -0.763], [-1.887, -3.249, 2.285], [-0.310, -5.017, 2.989], [0.414, -6.744, 1.374], [-0.457, -6.716, -0.935], [-2.009, -4.913, -1.654], [4.453, 4.897, 1.414], [5.552, 4.522, 0.434], [5.067, 3.313, -0.773], [4.309, 2.265, -0.108], [6.222, 2.958, -1.549], [3.938, 4.194, -1.862], [3.420, 3.310, -2.999], [2.691, 2.146, -2.501], [1.490, 2.184, -1.880], [1.216, 1.011, -1.322], [2.260, 0.178, -1.619], [3.164, 0.855, -2.355], [4.389, 0.312, -2.884], [4.689, -0.792, -2.479], [5.003, 0.960, -3.704], [0.636, 3.399, -1.839], [4.850, 5.587, 2.156], [4.078, 4.012, 1.924], [3.617, 5.390, 0.917], [6.397, 4.036, 0.927], [5.944, 5.370, -0.129], [4.516, 5.004, -2.309], [3.147, 4.613, -1.241], [4.250, 2.943, -3.595], [2.767, 3.894, -3.645], [2.332, -0.841, -1.295], [0.967, 4.092, -1.063], [-0.383, 3.105, -1.603], [0.651, 3.916, -2.799], [-5.056, 0.412, -1.661], [-4.815, 0.696, -2.945], [-5.838, 0.796, -3.798], [-3.606, 0.948, -3.432], [-2.569, 0.765, -2.707], [-1.605, 0.621, -2.070], [-5.952, 0.043, -1.388], [-4.278, 0.144, -1.066], [-6.782, 0.597, -3.524], [-5.635, 0.982, -4.764], [3.186, -5.174, 0.702], [2.526, -4.529, 0.018], [1.705, -3.710, -0.831], [1.622, -3.939, -2.201], [0.799, -3.122, -2.951], [0.122, -2.090, -2.321], [0.221, -1.847, -1.009], [0.976, -2.668, -0.278], [2.187, -4.743, -2.654], [0.684, -3.269, -4.016], [-0.515, -1.423, -2.882], [1.018, -2.493, 0.788], [4.197, 0.766, 2.418], [2.968, 0.195, 2.473], [2.054, 0.417, 1.430], [0.828, -0.078, 1.463], [0.471, -0.797, 2.545], [1.389, -1.015, 3.555], [2.632, -0.535, 3.532], [4.529, 1.156, 1.548], [4.875, 0.466, 3.098], [2.346, 1.033, 0.591], [-0.536, -1.185, 2.582], [1.111, -1.600, 4.423], [1.319, 3.677, 1.889], [-0.577, 3.180, 1.973], [-1.610, 4.815, 1.665], [-0.945, 2.475, 3.757], [-1.123, 1.904, 0.607], [1.416, 4.685, 2.298], [1.721, 3.678, 0.874], [1.939, 3.014, 2.494], [-1.325, 5.595, 2.372], [-2.676, 4.617, 1.782], [-1.445, 5.192, 0.654], [-0.825, 3.263, 4.503], [-0.256, 1.664, 4.001], [-1.964, 2.093, 3.814], [-2.115, 2.184, 0.220]],
  "energy_ha": -10826.10937,
  "homo_energy_ev": -10.0,
  "max_force_ev_per_a": 0.491,
  "relative_energy_kcal_mol": 7.9,
  "total_charge": 1,
  "homo_lumo_gap_ev": 7.16
}


4.
{
  "formula": "CH4OS2",
  "method": "the ωB97M-V functional and the def2-TZVPD basis",
  "elements": ["C", "O", "S", "S", "H", "H", "H", "H"],
  "coordinates": [[-0.193, 0.439, 1.092], [1.168, 0.104, 1.160], [-0.647, 1.261, -0.449], [1.684, -0.710, -0.181], [-0.810, -0.513, 1.049], [-0.517, 0.963, 2.051], [0.549, 1.520, -0.777], [1.388, -1.954, 0.404]],
  "energy_ha": -912.04394,
  "homo_energy_ev": -8.9,
  "max_force_ev_per_a": 2.531,
  "relative_energy_kcal_mol": 29.9,
  "total_charge": 0,
  "homo_lumo_gap_ev": 9.50
}


5.
{
  "formula": "C3H5N3O",
  "method": "the ωB97M-V functional and the def2-TZVPD basis",
  "elements": ["C", "C", "C", "N", "N", "N", "O", "H", "H", "H", "H", "H"],
  "coordinates": [[0.086, -0.920, 1.509], [-0.016, 0.213, -1.165], [-1.057, -0.277, 0.866], [1.074, -1.469, 1.666], [-0.785, -0.521, -0.596], [0.250, 1.063, -2.076], [-1.194, -1.580, -1.061], [1.918, -1.893, 2.041], [-2.050, -0.861, 1.187], [-1.022, 0.852, 1.080], [1.189, 1.524, -2.292], [-0.423, 1.807, -2.330]],
  "energy_ha": -355.88474,
  "homo_energy_ev": [-19.9, -19.9],
  "max_force_ev_per_a": 8.519,
  "relative_energy_kcal_mol": 57.4,
  "total_charge": 2,
  "homo_lumo_gap_ev": [9.17, 9.18]
}


no.,molar mass (g mol⁻¹)
1,842.52
2,77.02
3,1052.28
4,96.18
5,99.09